No. 1
The following is a DFT calculation (ωB97M-V/def2-TZVPD) of 2 unconnected molecules or ions with the total composition H2N2O4S in a non-equilibrium geometry.

Structure (XYZ):
```
9
H2N2O4S | OMol25 | ωB97M-V/def2-TZVPD
S -2.504 0.624 0.121
O 2.157 -1.017 0.588
O 3.251 0.792 0.297
O -3.741 -0.087 0.257
O 1.198 0.690 -0.387
N 2.306 0.097 0.237
N -1.266 -0.272 -0.239
H 0.239 0.333 -0.404
H -1.641 -1.160 -0.469
```

Properties
net charge = 0
LUMO level = -1.9 eV
Kohn-Sham gap = 9.18 eV
HOMO level = -11.08 eV


No. 2
The following is a DFT calculation (ωB97M-V/def2-TZVPD) of 2 unconnected molecules or ions with the total composition C6H16 in a non-equilibrium geometry.

Structure (XYZ):
```
22
C6H16 | OMol25 | ωB97M-V/def2-TZVPD
C -2.573 0.197 1.026
C 1.417 -1.060 0.091
C 2.480 1.162 -0.655
C -2.168 -1.274 1.036
C 1.219 0.433 -0.211
C 0.216 0.661 -1.411
H 0.023 1.712 -1.639
H -2.115 0.612 0.143
H 0.568 0.085 -2.243
H 1.633 -1.503 -0.911
H 3.138 0.857 -1.477
H 2.354 2.248 -0.708
H -3.680 0.304 0.721
H -0.747 0.325 -1.005
H -1.140 -1.322 0.740
H -2.219 -1.743 2.021
H 0.848 1.025 0.639
H 0.596 -1.613 0.561
H 2.195 -1.245 0.803
H -2.790 -1.750 0.304
H -2.450 0.698 1.979
H 3.194 1.193 0.196
```

Properties
SMILES string = CC(C)C.CC
net charge = 0
LUMO level = 1.1 eV
Kohn-Sham gap = 11.78 eV
HOMO level = -10.68 eV


No. 3
The following is a DFT calculation (ωB97M-V/def2-TZVPD) of a molecular structure, BrH4N2P in a non-equilibrium geometry.

Structure (XYZ):
```
8
BrH4N2P | OMol25 | ωB97M-V/def2-TZVPD
Br 1.348 -0.051 -1.995
P -0.593 -0.311 -0.986
N -0.085 1.314 0.605
N -0.061 -1.550 0.010
H -0.947 1.590 1.074
H -0.487 -1.712 0.898
H -0.087 2.179 0.112
H 0.913 -1.459 0.281
```

Properties
net charge = 0
LUMO level = 0.3 eV
Kohn-Sham gap = 9.17 eV
HOMO level = -8.87 eV


No. 4
The following is a DFT calculation (ωB97M-V/def2-TZVPD) of 2 unconnected molecules or ions with the total composition C3H8O3 in a non-equilibrium geometry.

Structure (XYZ):
```
14
C3H8O3 | OMol25 | ωB97M-V/def2-TZVPD
O 2.009 1.492 2.895
O 1.130 -1.961 0.263
O -1.696 1.532 -1.286
C 0.100 -1.596 -0.229
C -0.138 -0.193 -0.787
C -1.571 0.092 -1.208
H -2.366 1.705 -1.988
H 2.450 0.870 3.429
H 0.148 0.576 -0.062
H -2.266 -0.242 -0.439
H 0.621 -0.032 -1.561
H -0.815 -2.234 -0.256
H 2.287 1.419 1.959
H -1.728 -0.295 -2.215
```

Properties
SMILES string = O=CCCO.O
net charge = 0
LUMO level = 0.8 eV
Kohn-Sham gap = 10.76 eV
HOMO level = -10.01 eV


No. 5
The following is a DFT calculation (ωB97M-V/def2-TZVPD) of 2 unconnected molecules or ions with the total composition C2H12N6 in a non-equilibrium geometry.

Structure (XYZ):
```
20
C2H12N6 | OMol25 | ωB97M-V/def2-TZVPD
N -1.917 -0.431 -1.152
N 1.220 0.093 -0.503
N -1.270 -1.682 1.185
N 1.453 1.410 -0.028
N -1.519 0.266 0.019
N -1.764 1.642 0.086
C -1.171 -0.407 1.202
C 2.317 -0.838 -0.367
H -1.313 -2.098 2.108
H 2.024 1.416 0.823
H -2.239 -1.343 -0.823
H 3.074 -0.603 -1.122
H -1.032 0.286 2.035
H 1.993 1.897 -0.741
H 0.157 -0.248 -0.338
H -1.041 -0.621 -1.649
H -1.044 2.098 -0.482
H 1.946 -1.846 -0.548
H 2.802 -0.819 0.622
H -2.675 1.830 -0.327
```

Properties
SMILES string = [H]/N=C/N(N)N.CNN
net charge = 0
LUMO level = 1.1 eV
Kohn-Sham gap = 9.49 eV
HOMO level = -8.39 eV


No. 6
The following is a DFT calculation (ωB97M-V/def2-TZVPD) of a molecular structure, C36H34ClFeOP2 in a non-equilibrium geometry.

Structure (XYZ):
```
75
C36H34ClFeOP2 | OMol25 | ωB97M-V/def2-TZVPD
Fe -0.382 0.170 -0.711
Cl -1.348 0.905 -2.500
P 0.801 -1.662 -1.130
P -1.062 1.684 0.943
O 1.140 -0.492 2.045
C -0.280 2.154 2.534
C -1.750 5.320 -0.944
C -0.883 3.252 0.001
C 4.145 -0.545 -4.122
C -1.280 -3.538 -1.261
C -2.217 -4.316 -1.945
C 2.109 -1.180 -2.298
C 0.356 3.531 -0.605
C 1.493 -4.112 0.125
C -3.346 2.412 2.484
C -5.551 1.405 2.219
C 1.779 -2.751 -0.026
C 0.947 3.680 3.995
C 2.939 -2.228 0.574
C -0.531 5.557 -1.589
C -0.959 -4.037 -3.999
C 0.692 2.875 5.108
C 2.150 0.092 -2.888
C -4.690 2.307 2.868
C -0.078 -3.172 -3.340
C -0.237 -2.911 -1.975
C 3.113 -2.111 -2.595
C -0.021 1.682 4.924
C 3.516 -4.432 1.406
C -0.479 1.321 3.651
C 4.134 -1.798 -3.490
C 3.793 -3.062 1.296
C -2.045 -4.586 -3.307
C 0.481 3.316 2.726
C -2.831 1.608 1.450
C 3.153 0.399 -3.808
C -5.037 0.603 1.199
C 0.521 4.651 -1.416
C -1.929 4.169 -0.160
C -3.703 0.708 0.814
C 2.366 -4.952 0.815
H 1.389 0.845 -2.657
H 3.175 -1.169 0.443
H 2.139 -6.018 0.852
H 0.605 -4.543 -0.327
H -1.090 -1.115 -0.017
H 3.107 -3.080 -2.105
H 1.929 0.053 2.221
H 0.702 3.966 1.888
H -1.674 -0.706 -0.690
H -5.072 2.942 3.669
H 1.489 4.832 -1.885
H -1.337 -3.457 -0.172
H 0.743 -2.705 -3.882
H -2.555 6.057 -1.021
H -2.732 -5.263 -3.814
H -2.694 3.122 3.004
H 4.688 -2.643 1.755
H -1.001 0.373 3.531
H -2.881 4.004 0.343
H -3.357 0.080 0.000
H -6.606 1.343 2.491
H 3.148 1.386 -4.286
H -5.666 -0.114 0.668
H 4.907 -2.541 -3.696
H -0.785 -4.288 -5.047
H 1.272 -1.279 2.590
H 4.915 -0.301 -4.859
H -0.375 6.461 -2.184
H 1.017 3.170 6.112
H 1.206 2.867 -0.449
H 1.485 4.620 4.132
H 4.204 -5.092 1.932
H -0.234 1.032 5.782
H -3.050 -4.754 -1.392
```

Properties
net charge = +2
LUMO level (alpha / beta) = -5.7 / -9.3 eV
Kohn-Sham gap (alpha / beta) = 8.51 / 4.93 eV
HOMO level (alpha / beta) = -14.19 / -14.23 eV
2S+1 = 6